Density functional theory data (wB97M-V/def2-TZVPD) for a 3-piece molecular cluster, C10H25FO8S2 overall.

Positions of all 46 atoms, in Å:
C  1.96  -2.81  0.53
C  1.92  -1.85  -0.65
F  0.63  -1.85  -1.20
C  2.33  -0.40  -0.28
O  1.33  0.57  -0.59
S  0.42  1.12  0.65
O  0.09  -0.05  1.45
O  -0.83  1.54  -0.24
C  -1.71  0.51  -0.75
C  -2.84  0.26  0.24
C  -3.51  -1.10  0.05
S  -4.47  -1.14  -1.44
O  -5.58  -0.26  -1.30
O  -3.58  -1.05  -2.56
O  -5.10  -2.61  -1.40
H  2.86  -3.42  0.52
H  1.11  -3.49  0.45
H  1.89  -2.29  1.49
H  2.58  -2.20  -1.44
H  2.58  -0.35  0.78
H  3.20  -0.10  -0.86
H  -2.07  0.89  -1.70
H  -1.15  -0.40  -0.95
H  -2.44  0.28  1.25
H  -3.59  1.05  0.17
H  -4.20  -1.32  0.86
H  -2.76  -1.90  0.00
H  -4.41  -3.28  -1.29
C  1.73  -0.60  4.95
C  0.69  0.48  5.21
O  0.75  1.52  4.25
H  2.73  -0.17  4.95
H  1.68  -1.38  5.72
H  1.55  -1.07  3.98
H  0.87  0.96  6.18
H  -0.31  0.04  5.24
H  0.60  1.12  3.39
C  1.10  3.44  -4.13
C  2.24  2.44  -4.18
O  2.45  1.79  -2.94
H  1.28  4.19  -3.35
H  0.98  3.95  -5.08
H  0.16  2.94  -3.89
H  3.18  2.95  -4.41
H  2.06  1.71  -4.98
H  1.64  1.34  -2.68

Calculated values
Total energy, a.u.: -1894.1272
Orbital gap, eV: 10.421
2S+1: 1